Record 1
# C2H4ClN2S2

A 2-piece molecular cluster, C2H4ClN2S2 overall in a non-equilibrium geometry (ωB97M-V with the def2-TZVPD basis set, OMol25).

Each line ends with the natural charge from an NBO analysis.
Geometry (Å):
1 H -0.462 1.457 1.494  0.476
2 S 1.618 1.761 0.569  0.585
3 Cl 3.197 -1.602 0.686  -0.051
4 N 0.246 0.930 0.885  -0.706
5 C -0.216 0.074 -0.135  0.476
6 N 0.685 -0.158 -1.029  -0.615
7 H -1.333 -1.640 -0.076  0.274
8 C -1.576 -0.605 -0.329  -0.651
9 S 2.129 0.452 -0.931  0.692
10 H -2.336 -0.194 0.218  0.242
11 H -1.953 -0.475 -1.353  0.280

Results
* energy relative to the best compared isomer or geometry (same formula, charge and spin): 13.36 kcal per mole
* Kohn-Sham gap (spin up / spin down): 8.4 / 7.2 eV
* <S²>: 2.010
* 2S+1: 3
* LUMO (spin up / spin down): -4.88 / -8.00 eV
* charge: +1

---

Record 2
# C34H44Cl15NO17

A 12-piece molecular cluster, C34H44Cl15NO17 overall in a non-equilibrium geometry (ωB97M-V with the def2-TZVPD basis set, OMol25).

Each line ends with the Mulliken charge.
Geometry (Å):
1 C -9.149 -1.795 -3.400  -0.770
2 C -3.190 -3.859 7.430  0.695
3 H 3.434 1.790 -0.493  0.465
4 O 2.146 3.409 -7.499  -0.626
5 C -3.128 -3.030 6.153  0.564
6 H 5.183 -1.378 7.946  0.241
7 H -9.205 2.080 3.995  0.239
8 Cl -1.253 10.869 -1.414  -0.133
9 H -0.719 -6.743 -3.241  0.343
10 C -6.389 -2.005 -4.136  -0.700
11 H -0.503 2.325 -1.160  0.449
12 H 1.166 1.085 -0.306  0.503
13 H -5.313 -1.977 -4.227  0.437
14 O -9.381 0.239 -4.446  -0.518
15 H -1.186 3.706 -0.192  0.453
16 H -6.923 -4.565 -2.519  0.348
17 H 3.453 4.269 -1.763  0.439
18 O 0.934 1.451 -7.611  -0.660
19 O -3.603 -7.128 5.661  -0.515
20 H -1.425 2.025 0.324  0.415
21 O 2.750 -5.437 -7.866  -0.514
22 C -8.580 -0.857 -4.180  0.533
23 Cl -8.116 1.024 5.642  -0.145
24 H -4.872 7.838 5.435  0.231
25 C 1.632 -7.378 -6.927  0.543
26 O -6.590 0.094 -5.215  -0.554
27 C -3.344 -5.260 7.086  -0.912
28 C -3.396 -4.976 4.529  0.653
29 C 0.873 -7.842 -5.765  -0.754
30 H -0.718 2.884 2.493  0.397
31 H 1.745 -4.040 -5.917  0.451
32 C 4.338 -1.730 8.537  -0.233
33 H 6.180 -7.529 -0.131  0.272
34 H -9.855 0.417 4.260  0.266
35 C 10.856 0.518 -5.235  -0.230
36 C 3.412 4.372 1.806  -1.422
37 Cl 1.333 2.533 -6.783  1.627
38 O 1.095 5.012 -0.312  -0.241
39 N 1.581 3.764 0.125  0.766
40 C 3.812 4.330 -0.736  -1.700
41 O -6.272 -4.006 -2.951  -0.498
42 C 1.115 1.364 0.746  -1.319
43 O 2.015 -8.141 -7.791  -0.579
44 H -3.341 -5.867 7.980  0.388
45 H 12.356 6.146 0.359  0.260
46 H 3.240 5.449 1.787  0.412
47 H -3.694 -7.354 4.732  0.341
48 H 0.670 -8.894 -5.626  0.415
49 Cl 11.800 5.072 -1.611  -0.134
50 C -2.207 11.133 0.059  -0.249
51 C 3.052 3.688 0.429  1.259
52 H 4.888 4.153 -0.728  0.371
53 C 0.371 -7.005 -4.804  0.445
54 C -0.737 2.713 -0.168  -1.593
55 H 13.167 4.512 0.108  0.253
56 H 3.229 -6.188 -8.225  0.332
57 H 10.661 -0.066 -6.134  0.280
58 O -3.589 -5.438 3.366  -0.607
59 C -7.006 -3.028 -3.510  0.265
60 H 0.953 3.085 2.892  0.347
61 O -8.984 -3.863 -2.343  -0.627
62 C 3.433 2.187 0.523  -1.175
63 C 0.538 -5.538 -4.858  0.807
64 Cl -1.517 10.261 1.442  -0.154
65 O -3.103 -3.311 8.539  -0.602
66 H 2.623 1.524 2.400  0.332
67 H -0.031 4.421 2.407  0.334
68 H -2.301 12.180 0.347  0.265
69 H 3.642 5.401 -0.627  0.454
70 H -8.967 0.843 -5.067  0.334
71 Cl 4.944 -2.924 9.706  -0.129
72 C 2.568 1.287 1.337  -0.638
73 H 11.216 1.536 -5.388  0.238
74 Cl 5.290 -6.822 -2.149  -0.109
75 C 1.418 -5.069 -5.902  -0.782
76 H 4.641 -8.354 -0.388  0.255
77 C -7.191 -0.799 -4.640  0.535
78 C 0.538 2.832 0.773  1.189
79 H -6.617 8.067 5.534  0.289
80 H 4.435 2.031 0.922  0.469
81 Cl 12.179 -0.386 -4.437  -0.160
82 H -10.194 -1.770 -3.128  0.409
83 H 3.786 -0.909 8.994  0.279
84 C -3.215 -3.533 4.900  -0.809
85 C 12.251 5.100 0.071  -0.224
86 C -3.452 -5.757 5.808  0.604
87 Cl 11.041 4.359 1.153  -0.155
88 H 2.849 3.953 2.640  0.278
89 C 0.195 3.382 2.167  -1.464
90 H -3.407 -1.376 7.141  0.333
91 H -3.222 -2.920 4.011  0.394
92 H 4.483 4.331 2.004  0.399
93 H -3.255 10.875 -0.091  0.271
94 Cl 3.259 -2.547 7.290  -0.158
95 O 0.134 3.141 -6.289  -0.660
96 O -0.037 -4.758 -4.081  -0.625
97 O -0.293 -7.475 -3.693  -0.538
98 Cl -7.966 0.455 2.872  -0.131
99 O 2.132 1.952 -5.724  -0.680
100 H 0.518 0.547 1.150  0.419
101 C 1.934 -5.860 -6.847  0.458
102 Cl 4.204 -6.391 0.514  -0.170
103 C -8.960 1.029 4.154  -0.229
104 H 2.928 0.284 1.111  0.399
105 Cl -5.712 6.343 6.920  -0.147
106 C 5.187 -7.428 -0.570  -0.248
107 C -8.426 -3.000 -3.028  0.808
108 O -2.972 -1.681 6.341  -0.525
109 Cl 9.495 0.713 -4.125  -0.128
110 C -5.831 7.321 5.420  -0.226
111 Cl -5.964 6.280 3.926  -0.147

Results
* Kohn-Sham gap: 1.6 eV
* LUMO: -5.43 eV
* charge: 0

---

Record 3
# H38O19

A 19-piece molecular cluster, H38O19 overall in a non-equilibrium geometry (ωB97M-V with the def2-TZVPD basis set, OMol25).

Each line ends with the natural charge from an NBO analysis.
Geometry (Å):
1 H 12.655 6.459 11.269  0.472
2 O 8.459 9.361 10.716  -1.001
3 H 9.274 9.869 13.607  0.499
4 H 5.355 4.960 9.103  0.467
5 O 5.094 8.307 9.587  -0.969
6 H 10.545 13.038 10.034  0.480
7 O 12.070 6.177 8.476  -0.944
8 H 9.108 9.755 10.133  0.493
9 H 9.069 8.370 13.666  0.496
10 H 11.758 9.784 8.967  0.498
11 H 9.678 7.474 6.112  0.476
12 H 5.241 6.672 13.475  0.497
13 H 5.750 13.803 10.955  0.471
14 H 7.452 8.024 11.118  0.506
15 H 5.257 8.068 14.059  0.491
16 H 7.627 7.610 14.613  0.490
17 H 6.220 9.844 7.390  0.475
18 H 10.988 11.596 10.166  0.499
19 O 10.914 10.235 8.971  -0.992
20 H 6.595 7.206 12.060  0.475
21 H 8.607 6.459 14.531  0.479
22 H 10.872 13.633 14.326  0.480
23 O 10.181 6.842 5.599  -0.937
24 H 11.269 9.112 13.831  0.488
25 O 8.463 7.301 14.962  -0.941
26 O 5.505 12.882 11.045  -0.939
27 H 8.761 10.135 6.829  0.491
28 H 5.484 7.722 10.237  0.487
29 H 13.802 7.354 11.690  0.490
30 O 12.058 9.481 14.227  -0.973
31 H 12.444 11.835 11.452  0.480
32 H 10.961 7.323 5.322  0.461
33 H 10.388 9.766 8.323  0.505
34 H 12.870 10.736 12.402  0.473
35 O 10.035 13.501 14.771  -0.949
36 O 6.032 4.601 9.676  -0.954
37 O 5.835 7.362 13.771  -0.966
38 H 12.899 6.143 7.998  0.466
39 H 9.605 12.807 14.272  0.468
40 O 6.849 9.176 7.117  -0.945
41 O 11.152 12.474 10.512  -0.979
42 H 8.830 9.462 11.592  0.498
43 H 12.155 9.010 15.055  0.469
44 H 4.876 9.100 10.078  0.456
45 O 8.444 10.804 15.143  -0.962
46 H 7.694 11.221 14.720  0.475
47 H 12.303 6.532 9.334  0.473
48 O 9.502 9.055 13.157  -0.992
49 H 4.601 12.842 10.734  0.468
50 O 9.635 9.939 6.493  -0.971
51 H 9.844 10.679 5.922  0.482
52 O 6.962 7.204 11.176  -0.997
53 O 13.287 7.091 10.926  -0.956
54 H 8.550 11.279 15.967  0.497
55 H 7.263 8.890 7.931  0.479
56 H 6.529 5.365 9.969  0.485
57 O 13.218 11.429 11.841  -0.972

Results
* energy relative to the best compared isomer or geometry (same formula, charge and spin): 60.59 kcal per mole
* Kohn-Sham gap: 9.8 eV
* LUMO: -0.55 eV
* charge: 0

---

Record 4
# C2FN3O3S

C2FN3O3S in the gas phase in a non-equilibrium geometry (ωB97M-V with the def2-TZVPD basis set, OMol25).

Each line ends with the natural charge from an NBO analysis.
Geometry (Å):
1 C -0.891 -1.155 -0.202  1.048
2 O -0.780 -0.232 0.816  -0.429
3 O -2.208 1.569 0.347  -0.263
4 N 2.632 -1.105 0.140  -0.322
5 N -1.047 1.223 0.243  0.085
6 S 0.328 1.958 -0.276  1.133
7 C 2.077 -0.107 0.077  0.395
8 O -0.834 -0.877 -1.356  -0.566
9 N 1.573 1.089 -0.116  -0.804
10 F -0.850 -2.364 0.325  -0.278

Results
* energy relative to the best compared isomer or geometry (same formula, charge and spin): 33.20 kcal per mole
* Kohn-Sham gap (spin up / spin down): 8.2 / 7.7 eV
* LUMO (spin up / spin down): -1.65 / -2.41 eV
* charge: 0

---

Record 5
# C2H5N2

A 2-piece molecular cluster, C2H5N2 overall in a non-equilibrium geometry (ωB97M-V with the def2-TZVPD basis set, OMol25).

Each line ends with the natural charge from an NBO analysis.
Geometry (Å):
1 N -1.521 -0.072 0.186  -0.648
2 C 1.032 0.682 0.157  -0.213
3 H 1.299 -1.829 -0.849  0.508
4 C -0.240 0.003 0.137  0.501
5 H -1.875 -0.880 -0.193  0.419
6 H 1.364 1.025 -0.781  0.233
7 N 0.759 -0.761 0.199  -0.468
8 H 1.264 1.115 1.055  0.234
9 H -2.083 0.718 0.089  0.434

Results
* energy relative to the best compared isomer or geometry (same formula, charge and spin): 77.09 kcal per mole
* Kohn-Sham gap: 9.8 eV
* LUMO: -6.50 eV
* charge: +1

---

Record 6
# C19H24N2O4S

C19H24N2O4S as an isolated structure in a non-equilibrium geometry (ωB97M-V with the def2-TZVPD basis set, OMol25).

Each line ends with the natural charge from an NBO analysis.
Geometry (Å):
1 C -3.508 0.016 -0.481  -0.193
2 H 2.745 1.202 -3.154  0.158
3 H 0.050 -1.538 1.713  0.396
4 H 0.637 1.070 -4.556  0.208
5 S 1.946 1.949 3.821  2.313
6 C 2.348 0.249 -3.520  -0.061
7 H 0.766 3.575 4.570  0.312
8 H 1.699 2.206 0.980  0.159
9 C 2.428 -1.149 -0.088  -0.255
10 H -5.061 -0.035 -2.483  0.183
11 C -1.653 -0.813 0.618  0.173
12 C 2.369 -0.267 -1.104  0.266
13 H -0.807 -2.617 -2.662  0.219
14 C -1.224 -1.428 -0.552  -0.237
15 H -4.482 -1.869 -2.942  0.159
16 C 2.366 -1.073 1.321  -0.317
17 H 0.512 0.746 -2.786  0.208
18 C 1.942 0.084 1.835  0.251
19 O 3.337 2.332 3.021  -0.934
20 H -3.540 -0.219 -3.514  0.214
21 C -2.962 -0.058 0.845  -0.223
22 C -1.737 -2.214 -2.862  -0.624
23 H 1.105 -1.528 3.760  0.236
24 C -2.165 -1.508 -1.571  0.043
25 H 2.485 -1.837 2.061  0.218
26 C 0.777 2.914 3.718  -1.085
27 C 1.812 1.344 0.687  -0.128
28 H 3.041 -2.148 -0.430  0.221
29 H -1.873 -1.506 -3.612  0.214
30 C -0.528 -0.175 2.838  0.647
31 O 2.662 -0.656 -2.542  -0.507
32 H -0.331 2.392 3.651  0.360
33 N 1.819 0.557 3.022  -0.704
34 H 0.915 3.629 2.558  0.306
35 C 0.941 0.331 -3.756  -0.609
36 H -0.413 -1.913 -0.508  0.200
37 O -1.321 0.600 3.265  -0.642
38 H 0.608 -0.443 -4.161  0.198
39 H -2.885 0.298 1.791  0.255
40 H -2.317 -3.033 -3.133  0.220
41 N -0.636 -0.674 1.626  -0.602
42 C 0.740 -0.461 3.680  -0.324
43 O 2.230 1.657 5.145  -0.912
44 H 2.839 -0.157 -4.352  0.190
45 H 0.583 0.113 4.688  0.262
46 C -3.281 -0.764 -1.414  -0.052
47 H -4.607 0.395 -0.290  0.197
48 C -4.268 -0.464 -2.780  -0.517
49 H 1.834 1.795 -1.334  0.203
50 C 2.065 1.094 -0.627  -0.261

Results
* energy relative to the best compared isomer or geometry (same formula, charge and spin): 410.42 kcal per mole
* Kohn-Sham gap: 8.4 eV
* LUMO: 0.41 eV
* charge: 0